82
Properties=species:S:1:pos:R:3:lowdin_charge:R:1 method="wB97M-V/def2-TZVPD" mol_weight_g_mol=667.286 total_charge=+4 gap_ha=0.11171
Sn 0.155 0.404 0.503 1.094
P -1.961 -0.342 2.196 0.759
P 1.043 -2.120 0.844 0.748
P -1.917 1.505 -0.840 0.762
H 2.508 -2.320 -7.001 0.066
C 2.543 -1.248 -7.268 -0.096
C 3.155 -0.379 -6.438 -0.076
H 3.792 -0.729 -5.629 0.048
C -3.153 -1.551 1.508 -0.194
C -1.397 -1.133 3.748 -0.225
C -2.972 1.119 2.712 -0.214
C 2.116 -2.630 -0.547 -0.215
C 2.114 -2.307 2.317 -0.226
C -0.105 -3.521 1.038 -0.240
C -1.496 1.784 -2.602 -0.220
C -2.217 3.234 -0.240 -0.191
C -3.616 0.816 -0.992 -0.218
H 2.075 -1.046 -8.261 0.089
H 3.128 0.716 -6.545 0.058
H -3.894 -1.816 2.262 0.093
H -2.620 -2.451 1.203 0.031
H -3.658 -1.143 0.635 0.026
H -2.260 -1.423 4.375 0.093
H -0.769 -0.436 4.326 0.032
H -0.815 -2.037 3.521 0.032
H -3.540 0.886 3.623 0.084
H -3.671 1.410 1.915 0.040
H -2.293 1.961 2.917 0.051
H 2.708 -3.511 -0.222 0.094
H 2.803 -1.802 -0.807 0.072
H 1.500 -2.884 -1.434 0.051
H 2.519 -3.335 2.302 0.096
H 1.534 -2.168 3.240 0.042
H 2.941 -1.580 2.277 0.067
H 0.483 -4.430 1.237 0.101
H -0.672 -3.672 0.105 -0.054
H -0.811 -3.350 1.859 0.032
H -2.249 2.452 -3.073 0.094
H -1.455 0.814 -3.136 0.063
H -0.502 2.258 -2.691 0.055
H -2.808 3.790 -0.988 0.093
H -1.250 3.742 -0.089 0.052
H -2.748 3.227 0.727 0.050
H -4.231 1.474 -1.633 0.103
H -4.110 0.719 -0.016 0.034
H -3.578 -0.178 -1.460 0.030
C -1.305 -2.623 -3.825 -0.619
C -0.084 -2.042 -4.202 -0.147
C 0.337 -2.120 -5.515 -0.091
C -0.433 -2.663 -6.543 -0.014
C -1.724 -3.125 -6.178 -0.026
C -2.166 -3.054 -4.850 -0.112
Se -1.774 -3.022 -2.024 0.936
H -2.239 -1.577 -1.767 -0.163
H 0.536 -1.576 -3.456 0.071
H 1.318 -1.686 -5.724 0.040
H -0.099 -2.709 -7.586 0.127
H -2.384 -3.538 -6.959 0.131
H -3.134 -3.369 -4.536 0.091
C 1.332 2.736 5.445 0.025
N 2.011 1.698 4.654 -0.185
C 2.228 0.450 5.430 0.028
C 1.287 1.431 3.316 -0.104
C 1.615 2.455 2.238 -0.246
C 2.299 3.644 2.475 0.006
C 2.524 4.539 1.398 0.028
C 2.178 4.197 0.088 -0.013
C 1.593 2.967 -0.186 -0.113
C 1.294 2.156 0.908 -0.333
H 0.384 2.339 5.808 0.123
H 1.158 3.604 4.833 0.099
H 1.976 3.001 6.289 0.139
H 2.947 2.050 4.396 0.186
H 1.241 0.082 5.791 0.122
H 2.713 -0.316 4.797 0.108
H 2.879 0.670 6.289 0.135
H 1.563 0.396 3.015 0.087
H 0.219 1.365 3.564 0.102
H 2.639 3.878 3.485 0.119
H 3.022 5.488 1.603 0.144
H 2.351 4.882 -0.754 0.148
H 1.347 2.625 -1.195 0.103